14
Properties=species:S:1:pos:R:3:forces:R:3 method="wB97M-V/def2-TZVPD" smiles="[H]/N=c1/occ(O)n1C"
N 2.421 0.277 -0.110 -1.74 0.93 0.42
C -0.393 2.028 0.140 0.50 -0.07 -2.23
H -1.482 2.253 0.142 0.99 -0.53 0.56
C -0.398 -1.626 0.139 -2.44 1.74 -0.22
H -0.760 -2.598 -0.045 -0.11 -0.83 0.14
H 2.618 1.313 -0.241 -0.99 -1.75 0.36
N -0.071 0.615 -0.073 0.10 -2.55 0.62
H 0.230 2.341 0.908 0.20 0.73 2.51
O 0.911 -1.358 0.039 1.66 -2.85 0.51
H 0.052 2.691 -0.631 -0.46 -0.78 -0.51
O -2.219 0.015 -0.123 -1.52 1.90 0.58
C 1.165 -0.101 0.020 3.01 5.16 -1.61
H -2.731 -0.715 -0.318 -2.42 -2.17 -0.65
C -1.025 -0.433 0.058 3.22 1.07 -0.48


14
Properties=species:S:1:pos:R:3:forces:R:3 method="wB97M-V/def2-TZVPD"
H -1.763 0.315 2.158 3.00 -0.83 -2.98
H 0.118 0.483 2.231 -1.13 -0.27 -1.39
H 1.087 -3.039 0.139 -0.14 1.40 -0.72
N -1.280 1.956 -0.016 4.84 -3.19 -0.03
C -0.500 0.850 0.269 -3.21 7.57 -7.65
N 1.222 -2.167 -0.421 -0.58 -1.75 -0.34
H 1.661 -2.360 -1.322 -0.52 0.46 0.42
H 0.821 0.316 -1.825 -1.48 0.54 2.50
H -0.650 3.231 -1.342 -0.40 0.49 -0.03
C 0.333 0.168 -0.772 0.21 -2.41 -0.77
C -0.674 0.211 1.420 -0.16 -4.09 7.44
C 0.321 -1.134 -0.261 3.06 3.01 0.78
O -0.535 2.292 -1.220 -1.21 1.33 -0.61
O -0.162 -1.123 0.962 -2.27 -2.26 3.38


Listing energy relative to the best compared isomer or geometry (same formula, charge and spin) for the structures above in their given order: 278.4; 596.5 kJ/mol.
Listing calculated total energy for the structures above in their given order: -415.9346; -415.8134 Ha.
Listing LUMO for the structures above in their given order: 0.39; 0.71 eV.